{"formula": "C20H17O6S3", "method": "wB97M-V/def2-TZVPD", "max_force_ev_per_a": 3.2, "e_homo_ev": -2.89, "total_charge": -1, "lumo_ha": 0.0798, "spin_multiplicity": 1, "species": ["S", "S", "S", "O", "O", "O", "O", "O", "O", "C", "C", "C", "C", "C", "C", "C", "C", "C", "C", "C", "C", "C", "C", "C", "C", "C", "C", "C", "C", "H", "H", "H", "H", "H", "H", "H", "H", "H", "H", "H", "H", "H", "H", "H", "H", "H"], "xyz": [[-2.246248, 0.944030, -1.115694], [0.111821, -2.313202, 0.650120], [-0.299643, 0.669143, 1.282768], [-0.369905, -0.003430, 2.555568], [1.438042, -2.079510, 0.101541], [-2.341136, -0.408080, -1.633880], [0.062022, -2.577631, 2.081912], [0.512880, 0.224154, 0.170696], [-3.329617, 1.894217, -1.258252], [0.812698, -5.994605, -0.919000], [1.589737, 2.648854, 0.888933], [-0.616599, 3.040972, -1.990364], [-2.963202, 0.572048, 1.544807], [2.045404, 4.347017, 2.556121], [-1.346416, -6.134664, 0.228497], [-1.348717, -4.733751, 0.384478], [1.222644, 1.368256, -3.266002], [1.032859, 3.830869, 3.383435], [0.117716, 0.820896, -2.601671], [0.530737, 2.210626, 1.684464], [-0.230695, -6.754127, -0.365257], [0.510104, 3.584822, -2.618935], [-1.963466, 0.802421, 0.657709], [0.784454, -4.597701, -0.781540], [-0.782564, 1.655385, -1.934447], [-0.264073, -4.006370, -0.096342], [0.288688, 2.726427, 2.960117], [2.313601, 3.768319, 1.307606], [1.408343, 2.755305, -3.298487], [-0.182248, -7.846567, -0.436456], [2.637775, 5.206101, 2.890639], [-0.467918, 2.258738, 3.591225], [2.247703, 3.186190, -3.860520], [-0.042877, -0.256114, -2.613959], [-2.157453, -4.234233, 0.912747], [-3.998167, 0.791514, 1.267138], [1.821764, 2.130548, -0.040544], [-1.359723, 3.684403, -1.528476], [0.683586, 4.662233, -2.588428], [1.934277, 0.697290, -3.757605], [3.087687, 4.164401, 0.649053], [-2.789174, 0.229713, 2.570869], [1.658354, -6.459510, -1.435413], [1.623580, -4.003764, -1.123618], [0.812735, 4.270396, 4.359769], [-2.189372, -6.742032, 0.584678]], "forces_ev_per_a": [[0.375, -0.504, -0.999], [-2.757, -0.012, -1.657], [2.279, -1.025, -0.389], [-0.532, 0.670, -0.475], [2.020, -0.386, -0.546], [-0.247, 1.198, 0.536], [0.335, -1.192, 1.553], [-0.799, 1.074, 0.505], [0.196, -0.311, 0.052], [-0.492, 0.379, 0.194], [-0.475, 0.455, 0.000], [0.218, -0.151, 0.325], [0.380, 0.831, -1.146], [-0.178, 0.008, -0.064], [0.321, 0.411, -0.143], [0.295, -1.005, -0.468], [-0.361, 0.060, 0.002], [0.084, -0.175, -0.186], [0.138, -0.148, -0.001], [-0.366, -0.027, 0.594], [-0.084, -0.058, -0.381], [-0.123, -0.124, -0.233], [-0.507, -0.122, 1.584], [-0.214, -1.228, -0.057], [-0.027, 0.296, -0.182], [0.632, 0.338, 1.045], [0.170, 0.679, -0.416], [-0.157, -0.210, 0.333], [-0.069, -0.133, 0.265], [-0.118, 0.360, 0.030], [-0.278, -0.319, -0.127], [0.221, 0.210, -0.177], [-0.329, -0.192, 0.403], [0.078, 0.253, 0.259], [0.161, -0.018, 0.004], [0.267, -0.486, -0.189], [-0.172, 0.154, 0.217], [0.151, -0.045, 0.039], [-0.186, -0.294, -0.114], [-0.339, 0.282, 0.147], [-0.094, -0.084, 0.334], [0.340, 0.315, -0.494], [-0.315, -0.046, 0.258], [-0.116, 0.177, 0.141], [0.253, -0.095, -0.317], [0.424, 0.241, -0.061]]}